Entry 1:
This record from the OMol25 dataset describes a 2-piece molecular cluster, C9H13N4 overall at a distorted geometry. The level of theory is ωB97M-V with the def2-TZVPD basis set.

```
26
Properties=species:S:1:pos:R:3:forces:R:3
C 1.04455 0.00887 2.80084 0.03 3.52 -0.11
H 2.16742 3.29904 3.13620 -0.38 -1.79 -0.26
N -0.41442 -2.15977 -3.78593 0.62 1.48 1.75
C 1.84973 2.29482 2.69560 0.65 1.18 0.21
H 0.92819 -0.76788 3.49378 -0.41 -1.61 0.12
N -0.12538 -1.93860 1.47866 0.29 0.60 -2.00
H 1.10921 1.41247 -0.36136 -0.46 -0.90 -1.06
N 0.31721 -0.98322 0.74137 0.45 0.73 -1.67
C 0.83096 0.10008 1.39911 -0.14 -0.97 1.08
H -0.25067 -1.79228 2.43121 -0.56 -0.40 1.94
H -1.14911 -1.85488 -4.41682 0.64 -0.71 -0.51
H 0.48384 -2.52335 -4.02386 -0.05 -0.64 -1.12
C 1.24859 1.21789 0.66988 0.22 -0.69 0.03
C -0.32597 -1.34470 -2.71455 -0.23 -0.38 1.46
H 2.39532 2.99149 0.57040 -0.78 -1.00 1.73
H -0.26431 -2.73454 0.91999 -0.62 -1.49 0.32
C 1.37381 1.20197 3.47157 1.21 0.59 -0.66
H -2.81966 1.45675 -1.29389 -3.38 1.53 -2.40
H -2.14425 1.34396 0.22102 0.28 0.18 -0.47
H 1.42266 1.21715 4.58791 -0.09 0.13 -1.19
H -2.15547 -0.54143 -3.02490 -2.84 0.42 -1.83
C 1.93505 2.20397 1.27280 0.41 2.29 1.03
N -2.09869 1.15176 -0.77986 3.07 -1.80 2.74
C -1.29879 0.21399 -1.21170 0.06 -0.42 0.33
H 0.46167 -1.38480 -1.90577 -0.38 -0.35 -1.51
C -1.36138 -0.51255 -2.39899 2.38 0.48 2.05
```
Positions in Å, forces in eV/Å.

net charge: +1
multiplicity: 1
E_HOMO (spin up / spin down): -0.447 / -0.376 Eh



Entry 2:
This record from the OMol25 dataset describes an isolated ion of composition C9H13N5S and charge +2 at a distorted geometry. The level of theory is ωB97M-V with the def2-TZVPD basis set.

```
28
Properties=species:S:1:pos:R:3:forces:R:3
H -2.96417 2.05725 -1.55110 -0.73 -0.25 0.16
S 0.01523 1.07983 4.20549 0.22 -0.17 -1.82
C 1.66866 3.81722 1.37455 -0.68 -3.03 -1.27
C -1.93936 1.89863 -1.82254 0.34 -3.20 1.40
C 0.42801 -2.03605 -1.61547 0.84 -2.11 -2.51
H 0.93470 -3.07739 -3.43938 -0.21 0.74 0.93
N 0.69504 3.03290 1.46591 -1.40 -2.23 0.65
C 0.93116 -3.07942 -2.32627 0.79 -1.15 -1.68
H -0.48038 -3.65964 0.76811 1.95 0.00 0.66
H 2.52922 3.33972 0.92196 0.81 0.51 0.21
H -0.41376 -1.59321 2.52828 0.21 0.44 -2.32
C -0.56542 1.39352 0.18741 0.69 -1.95 -0.58
N -0.30172 0.20102 -0.25378 0.17 -1.01 0.03
H 0.06801 -1.17317 -2.15027 -0.06 0.16 0.29
H 0.91633 -4.03983 -0.17901 0.96 -1.43 -1.07
C -0.08147 -1.03002 0.45354 -0.47 1.83 -2.15
H 1.32462 -3.07844 1.24860 -0.45 -0.37 0.15
C 0.06814 1.86021 1.48304 1.14 2.69 -1.56
N -0.39468 -0.96645 1.66668 0.10 0.88 5.18
N 0.25676 -2.12623 -0.28147 0.39 1.83 2.07
H 1.50201 4.81731 1.53362 0.08 2.50 0.59
C 0.06472 1.11674 2.65783 -0.81 -1.58 2.32
H 1.42199 -4.08305 -2.08033 -0.97 1.78 0.61
H -1.83536 2.47660 -2.73465 1.14 0.01 0.13
H -1.72825 0.71329 -1.87676 -0.66 3.03 -0.56
C 0.58487 -3.32317 0.48375 -3.07 0.92 0.87
N -1.17253 2.27980 -0.58386 -1.45 3.35 0.61
H -1.53236 3.18204 -0.08389 1.13 -2.19 -1.37
```
Positions in Å, forces in eV/Å.

net charge: +2
multiplicity: 1
E_HOMO (spin up / spin down): -0.551 / -0.511 Eh



Entry 3:
This record from the OMol25 dataset describes a 2-piece molecular cluster, C9H13N6 overall at a distorted geometry. The level of theory is ωB97M-V with the def2-TZVPD basis set.

```
28
Properties=species:S:1:pos:R:3:forces:R:3
N 1.31079 -1.23459 -0.60617 -3.12 4.59 0.58
H -2.40802 -1.76124 -2.02422 -0.46 1.30 0.99
H -3.10316 -2.14529 1.04786 0.15 -0.32 0.44
C -2.03320 -1.97067 0.98681 0.21 0.38 0.41
C 3.37817 1.22553 0.75866 5.56 -0.27 0.22
N -1.69944 -1.32231 -0.08796 0.27 -0.08 -2.30
H -2.11560 3.28390 -0.01542 -1.51 1.98 1.70
H -3.69403 -1.41614 -0.75590 0.72 0.46 -0.51
C -1.56522 2.92465 -0.79931 -1.97 -0.22 -2.92
C 3.29206 -0.11848 0.36002 -1.97 1.34 -1.11
H 0.26171 3.36655 -0.11465 0.29 -0.29 0.44
N -0.32659 2.54328 -0.26858 2.12 1.46 -0.38
C 0.11123 1.35299 -0.29382 -0.44 -2.62 -0.46
H -1.56257 3.56453 -1.72629 0.61 -0.03 1.34
N 1.40805 1.05547 0.07974 -2.14 1.40 -0.37
C 1.92598 -0.15755 -0.17060 1.42 -4.09 0.55
H 0.02121 -2.06328 1.85238 -2.44 -0.30 0.12
C -1.11614 -2.30936 1.96874 2.27 -1.45 1.23
H -2.24523 2.14905 -1.14996 0.80 -0.92 0.13
C -2.70001 -1.08835 -1.14485 -0.05 -2.24 0.31
H -2.65519 -0.04627 -1.32556 -0.18 0.88 -0.78
H -1.36420 -3.04451 2.81128 0.15 1.48 -1.34
H -0.72678 -1.13756 -0.48058 -0.30 -0.09 1.40
H 4.40104 1.71484 0.91910 -1.93 -0.52 0.46
H 1.89755 -1.95857 -0.72781 2.80 -3.19 -0.41
C 4.19224 -1.16591 0.21561 0.37 -0.64 0.29
N 4.80015 -2.13951 0.11380 0.10 0.12 -0.08
N 2.31519 1.89880 0.57769 -1.30 1.90 0.03
```
Positions in Å, forces in eV/Å.

net charge: +1
multiplicity: 1
E_HOMO (spin up / spin down): -0.456 / -0.454 Eh



Entry 4:
This record from the OMol25 dataset describes a 2-piece molecular cluster, C9H13NO overall at a distorted geometry. The level of theory is ωB97M-V with the def2-TZVPD basis set.

```
24
Properties=species:S:1:pos:R:3:forces:R:3
H -2.96816 1.43490 3.89906 -0.89 -1.47 -0.31
C 1.02548 -0.50031 -1.33656 0.00 -0.27 0.63
C 3.34387 -0.72306 -0.92958 0.37 1.72 -0.33
C 3.58397 0.50537 -1.65094 -2.47 -1.38 -0.17
C 2.04152 -1.17911 -0.65613 1.75 3.21 -3.07
C -3.09801 0.36209 3.51563 1.16 0.85 0.43
H 2.85884 1.87848 -3.14466 -1.36 -1.00 1.25
H 4.56985 0.93476 -1.70249 0.20 -0.15 -0.16
O -1.06998 0.44416 2.33251 1.25 0.45 -0.57
H 4.24023 -1.25016 -0.62187 -0.20 -0.07 0.43
H 0.47863 0.86604 -2.79626 -3.60 1.55 -2.33
N -2.93767 0.38013 1.01587 1.77 0.18 1.86
H 1.84339 -2.06243 -0.18052 -0.41 -1.94 1.45
H -0.62239 -1.42372 -2.07015 -0.75 -0.92 0.71
H -2.57183 -0.27758 4.27560 -0.44 0.53 -0.96
C -2.26274 0.42211 2.22248 -1.19 -1.16 0.63
H -4.11798 -0.00319 3.38232 -0.03 0.50 0.14
C 2.49424 1.09128 -2.39144 2.49 -0.43 0.19
C -0.36443 -0.96303 -1.11512 -0.66 1.98 0.74
C 1.22141 0.52223 -2.24730 4.82 -0.54 2.11
H -2.40855 0.70362 0.23140 -0.38 -0.09 -0.49
H -1.00805 -0.02155 -1.02915 0.64 -1.34 -0.13
H -0.36383 -1.43350 -0.09930 -0.75 -0.41 -1.37
H -3.90782 0.29247 1.09662 -1.34 0.21 -0.67
```
Positions in Å, forces in eV/Å.

multiplicity: 1
structure (SMILES): Cc1ccccc1.CC(N)=O
E_HOMO: -0.317 Eh



Entry 5:
This record from the OMol25 dataset describes the molecule C9H13NO at a distorted geometry. The level of theory is ωB97M-V with the def2-TZVPD basis set.

```
24
Properties=species:S:1:pos:R:3:forces:R:3
C 0.80982 -1.28263 0.63060 -1.84 -1.99 -1.10
H 1.63423 0.14030 -1.42587 -0.10 0.85 0.84
C -1.06988 0.32184 -0.88539 0.30 -1.83 -0.19
H 0.32065 3.09152 0.00126 -0.74 -0.20 0.11
H 2.00189 1.71423 -0.63048 1.34 1.73 0.27
H 2.56776 -0.17936 2.32190 -1.02 0.89 -0.61
H 2.06309 1.55852 2.28218 -0.99 -1.50 -0.64
H -0.36913 -2.74662 -0.16934 -0.12 0.51 -0.38
C 0.09248 0.94549 -0.09490 -2.82 0.44 -0.38
H 0.94764 0.15424 2.91939 0.92 0.94 -1.55
H -1.44436 2.55623 0.06282 0.96 -0.20 -0.09
C 1.67489 0.49410 2.07509 1.40 0.01 3.14
H -2.69992 -2.68109 -1.12051 1.45 1.58 -1.01
C -0.39598 2.31513 0.34765 0.60 1.03 2.26
H -0.40175 2.40831 1.49124 0.07 -0.18 -1.42
O 1.26117 -2.14893 1.36254 -0.31 0.81 -0.67
N -0.26630 -1.74398 -0.33747 2.42 0.37 1.35
H -1.44708 -2.58052 -2.49244 -0.91 0.74 0.85
H -2.81451 -1.45940 -2.40254 -0.96 0.71 -0.89
C 1.17347 0.15969 0.72844 -1.92 -0.56 -0.84
C -1.23370 -1.01795 -1.13184 3.85 2.17 4.47
C 1.45745 0.84327 -0.56551 0.28 -3.06 -2.03
C -2.09102 -1.93100 -1.80504 -1.29 -3.46 -0.71
H -1.77088 1.06860 -1.16177 -0.57 0.17 -0.78
```
Positions in Å, forces in eV/Å.

multiplicity: 1
structure (SMILES): CC1=C[C@]2(C)C[C@]2(C)C(=O)N1
E_HOMO: -0.294 Eh



Entry 6:
This record from the OMol25 dataset describes a 2-piece molecular cluster, C9H13NO2 overall at a distorted geometry. The level of theory is ωB97M-V with the def2-TZVPD basis set.

```
25
Properties=species:S:1:pos:R:3:forces:R:3
H 1.12013 -3.47048 1.19805 0.39 -0.16 -0.15
C 1.52804 -2.25689 -0.55144 -0.50 -0.48 0.20
H 2.59801 -0.72357 -2.85564 -0.23 -0.44 0.20
H -0.87430 4.28473 3.33106 0.06 -0.12 -0.19
H 1.26512 0.34273 -2.73171 -0.94 -0.37 -0.61
C 0.98252 4.13893 1.60154 2.54 1.04 -1.04
H -2.23201 4.50526 2.29846 -0.07 0.07 -0.04
H -1.03390 -4.35165 1.54615 0.09 0.09 -0.52
C 0.74935 -3.06368 0.26395 -0.83 -0.78 -0.07
C -1.08959 -2.75947 -1.20634 -1.39 0.15 0.69
H 1.52019 4.79494 0.88349 -0.12 -0.83 0.04
H 1.49029 4.42260 2.52296 -1.32 1.01 0.84
C 0.94992 -1.53140 -1.60983 0.81 -0.18 1.40
N -1.25421 4.29844 2.39959 -0.47 -0.18 0.55
H 2.24885 0.27554 -1.47124 -0.14 -1.18 0.31
H 2.59122 -2.24231 -0.33570 -0.06 0.56 0.02
C -0.38796 -1.75945 -1.85028 0.30 0.40 -0.84
O -1.35848 -4.24771 0.63716 -0.18 -0.01 0.25
C 1.77419 -0.44130 -2.18577 1.17 2.04 -0.58
H -0.88926 -1.11166 -2.56717 -0.05 -0.31 -0.01
C -0.58208 -3.39151 -0.08401 1.40 0.89 -0.13
H 1.47754 3.17027 1.65195 -0.93 -0.73 -1.25
O -0.95776 4.69645 0.22606 0.80 -0.45 -0.13
C -0.47366 4.37525 1.29263 -0.48 0.19 1.23
H -2.15449 -2.85597 -1.40673 0.18 -0.24 -0.14
```
Positions in Å, forces in eV/Å.

multiplicity: 1
structure (SMILES): Cc1ccc(O)cc1.CC(N)=O
E_HOMO: -0.307 Eh



So what do the calculations give for relative energy (zero: lowest compared OMol25 entry of this formula, charge and spin)? Going down the list: 5.440; 5.634; 3.193; 1.555; 2.732; 1.245 eV.